Record 1
Formula: C7H8ClO2S
Source: the Open Molecules 2025 dataset
Level of theory: ωB97M-V/def2-TZVPD

Computed properties:
net charge = -1
orbital gap = 7.9005 eV
HOMO energy = -0.15954 Eh

Positions of all 19 atoms, in Å:
C -1.135 0.100 -1.163
C -0.146 0.381 -2.046
C 0.324 0.876 0.557
C -0.883 0.363 0.213
C 1.034 0.966 -1.744
C 1.249 1.252 -0.384
C -1.820 0.003 1.298
O 1.560 -2.953 -0.094
O 0.255 -2.219 1.820
S 0.950 -1.864 0.629
Cl 2.836 -0.704 1.497
H -2.145 -0.171 -1.361
H -0.306 0.256 -3.147
H 0.373 1.308 1.663
H 2.164 1.683 -0.062
H 1.770 1.304 -2.355
H -2.904 0.287 1.242
H -1.434 0.196 2.264
H -1.743 -1.063 1.174


Record 2
Formula: C21H20N6O2
Source: the Open Molecules 2025 dataset
Level of theory: ωB97M-V/def2-TZVPD

Computed properties:
orbital gap = 8.3498 eV
HOMO energy = -0.29370 Eh

Positions of all 49 atoms, in Å:
O -5.471 -0.491 -6.064
C -4.481 -0.755 -5.424
O -3.437 -1.429 -5.988
C -4.355 -0.301 -4.033
C -3.280 -0.659 -3.211
C -3.202 -0.156 -1.895
C -4.147 0.734 -1.388
N -4.160 1.181 -0.056
C -3.179 1.028 0.852
N -1.789 0.986 0.708
C -1.420 0.820 1.945
C -0.046 0.773 2.486
C 1.132 0.901 1.623
C 1.274 1.575 0.353
N 2.484 1.434 -0.105
N 3.122 0.591 0.791
C 4.514 0.108 0.566
C 4.574 -0.829 -0.637
C 5.705 -1.795 -0.425
C 6.166 -1.582 1.038
C 5.067 -0.766 1.706
C 2.328 0.296 1.853
C 0.071 0.567 3.861
C -1.102 0.398 4.697
C -2.343 0.568 4.185
N -2.506 0.759 2.799
N -3.645 0.857 2.067
C -5.161 1.152 -2.267
C -5.275 0.687 -3.588
H -3.732 -1.529 -6.902
H -2.547 -1.384 -3.498
H -2.435 -0.550 -1.244
H -5.026 1.385 0.366
H 0.483 2.085 -0.209
H 5.193 0.977 0.390
H 4.676 -0.282 -1.566
H 3.630 -1.342 -0.656
H 5.340 -2.836 -0.624
H 6.514 -1.587 -1.150
H 7.070 -1.025 1.086
H 6.319 -2.544 1.539
H 5.404 -0.234 2.570
H 4.265 -1.481 2.021
H 2.616 -0.336 2.672
H 1.033 0.540 4.363
H -1.038 0.144 5.745
H -3.222 0.444 4.823
H -5.905 1.888 -1.941
H -6.076 1.011 -4.230


Record 3
Formula: C39H38AsBaCl4N11O4P2
Source: the Open Molecules 2025 dataset
Level of theory: ωB97M-V/def2-TZVPD

Computed properties:
net charge = -2
orbital gap = 4.9807 eV
HOMO energy = -0.05004 Eh

Positions of all 100 atoms, in Å:
Ba 0.286 -0.346 -0.149
N -2.054 2.123 -2.697
C -2.634 0.876 -2.494
N -3.800 0.553 -3.058
N -4.053 -0.677 -2.599
N -3.090 -1.060 -1.818
N -2.161 -0.085 -1.714
C -0.686 2.380 -2.729
N -0.213 3.369 -3.478
N 1.110 3.350 -3.236
N 1.390 2.419 -2.385
N 0.267 1.763 -2.031
H -2.555 2.672 -3.376
O -1.442 -1.703 1.463
P -2.140 -3.006 1.339
C -2.126 -3.678 -0.338
P -0.560 -3.890 -1.212
O 0.174 -2.625 -1.479
C -1.062 -4.694 -2.758
C -0.494 -4.182 -3.921
C -0.813 -4.735 -5.153
C -1.698 -5.799 -5.229
C -2.274 -6.308 -4.073
C -1.960 -5.754 -2.841
C 0.504 -5.047 -0.329
C 0.145 -6.368 -0.064
C 1.025 -7.203 0.602
C 2.267 -6.721 1.002
C 2.619 -5.405 0.752
C 1.738 -4.558 0.091
C -1.427 -4.269 2.403
C -0.136 -4.044 2.875
C 0.477 -5.015 3.660
C -0.196 -6.185 3.976
C -1.481 -6.412 3.496
C -2.093 -5.458 2.701
C -3.900 -2.874 1.758
C -4.735 -2.225 0.846
C -6.057 -1.969 1.182
C -6.550 -2.348 2.423
C -5.717 -2.976 3.338
C -4.393 -3.233 3.009
H -2.678 -2.955 -0.970
H -2.681 -4.622 -0.330
H 0.178 -3.336 -3.842
H -0.378 -4.324 -6.055
H -1.951 -6.227 -6.192
H -2.979 -7.128 -4.131
H -2.431 -6.150 -1.950
H -0.820 -6.751 -0.376
H 0.740 -8.225 0.820
H 2.953 -7.372 1.530
H 3.567 -5.011 1.094
H 1.997 -3.515 -0.052
H 0.405 -3.140 2.597
H 1.488 -4.842 4.007
H 0.288 -6.934 4.592
H -2.000 -7.332 3.736
H -3.096 -5.630 2.324
H -4.353 -1.890 -0.114
H -6.692 -1.459 0.469
H -7.581 -2.141 2.683
H -6.092 -3.256 4.315
H -3.742 -3.707 3.734
Cl 5.243 -1.627 5.448
C 4.143 -0.848 4.345
C 3.946 0.514 4.404
Cl 4.792 1.479 5.580
C 3.049 1.117 3.501
Cl 2.777 2.840 3.563
C 2.343 0.401 2.526
O 1.519 0.951 1.707
C 2.539 -1.049 2.468
O 1.876 -1.738 1.609
C 3.441 -1.603 3.385
Cl 3.674 -3.338 3.317
C 4.581 2.292 -2.119
N 4.197 1.070 -2.841
C 3.830 1.284 -4.241
C 3.408 0.233 -2.167
N 2.794 -0.570 -1.606
H 5.504 2.670 -2.562
H 4.757 2.047 -1.074
H 3.783 3.032 -2.178
H 4.717 1.608 -4.788
H 3.047 2.042 -4.323
H 3.480 0.347 -4.669
C -1.003 3.671 1.355
As -1.529 1.799 1.553
C -3.481 2.025 1.564
C -1.238 1.643 3.478
H -1.525 4.311 2.069
H -1.215 4.000 0.337
H 0.073 3.725 1.523
H -3.791 2.837 2.225
H -3.938 1.091 1.897
H -3.820 2.227 0.547
H -1.763 2.427 4.027
H -0.164 1.713 3.648
H -1.582 0.663 3.811


Record 4
Formula: C4H4O2
Source: the Open Molecules 2025 dataset
Level of theory: ωB97M-V/def2-TZVPD

Computed properties:
orbital gap (spin up / spin down) = 7.7739 / 8.0162 eV
HOMO energy (spin up / spin down) = -0.32001 / -0.31541 Eh

Positions of all 10 atoms, in Å:
O -1.956 -0.729 -0.141
C -1.285 0.477 -0.357
C 0.151 0.374 -0.779
O 0.583 -0.926 -0.720
C 1.461 -0.148 0.049
C 2.320 -0.029 0.911
H -1.288 -1.409 0.031
H -1.272 1.124 0.539
H -1.811 1.047 -1.134
H 3.097 0.219 1.601


Record 5
Formula: C4H30N8O11
Source: the Open Molecules 2025 dataset
Level of theory: ωB97M-V/def2-TZVPD

Computed properties:
orbital gap = 9.2157 eV
HOMO energy = -0.35981 Eh

Positions of all 53 atoms, in Å:
N -1.277 0.207 -1.502
C -0.279 0.540 -0.625
N -0.065 -0.467 0.244
O 0.267 1.624 -0.781
H -1.652 -0.714 -1.365
H -1.461 0.770 -2.311
H 0.695 -0.528 0.907
H -0.507 -1.353 0.082
N -2.435 5.601 0.439
C -3.094 4.603 -0.204
N -2.293 3.810 -0.910
O -4.313 4.450 -0.181
H -1.450 5.687 0.283
H -2.949 6.124 1.125
H -2.706 2.959 -1.245
H -1.329 4.085 -0.936
N 1.476 -2.763 2.404
C 0.939 -3.245 3.563
N 0.490 -4.513 3.430
O 0.747 -2.544 4.540
H 1.616 -1.766 2.315
H 1.827 -3.315 1.641
H 0.568 -5.027 2.573
H 0.080 -4.957 4.234
N -2.139 -3.253 -2.744
C -0.991 -3.978 -2.659
N -0.745 -4.289 -1.344
O -0.287 -4.355 -3.579
H -2.638 -3.254 -1.875
H -2.547 -2.897 -3.588
H 0.040 -4.856 -1.082
H -1.498 -4.164 -0.694
O 1.707 0.101 2.517
H 2.231 -0.106 3.299
H 1.610 1.068 2.533
O 3.279 1.911 0.618
H 2.435 2.196 1.010
H 3.151 0.984 0.372
O 0.901 2.637 1.726
H 0.444 2.920 0.924
H 1.048 3.449 2.225
O 3.315 -0.514 -0.598
H 3.486 -1.296 -0.064
H 3.339 -0.829 -1.507
O -0.710 2.136 -4.412
H -0.243 1.300 -4.324
H -1.642 1.904 -4.358
O 2.404 1.689 -2.741
H 1.822 1.820 -1.976
H 1.983 0.991 -3.248
O -0.985 0.063 2.895
H -1.541 -0.601 2.483
H -0.125 -0.041 2.469


Record 6
Formula: C2H3N8S
Source: the Open Molecules 2025 dataset
Level of theory: ωB97M-V/def2-TZVPD

Computed properties:
net charge = -1
orbital gap = 8.1747 eV
HOMO energy = -0.17719 Eh

Positions of all 14 atoms, in Å:
C -1.220 0.574 -0.461
C 1.945 0.279 -0.443
N -1.654 1.617 1.280
N -0.689 0.862 0.730
N -2.447 1.021 -0.658
N -2.658 1.712 0.460
N -0.222 -1.905 0.900
N 0.813 -1.682 0.374
N -1.011 -2.527 1.365
N 1.142 -0.954 -0.713
S -0.368 -0.522 -1.654
H 1.447 1.004 0.237
H 2.842 -0.194 -0.004
H 2.080 0.715 -1.413


Record 7
Formula: C28H23NO
Source: the Open Molecules 2025 dataset
Level of theory: ωB97M-V/def2-TZVPD

Computed properties:
orbital gap = 7.9722 eV
HOMO energy = -0.28365 Eh

Positions of all 53 atoms, in Å:
C -2.358 -0.997 0.614
C -1.246 0.035 0.442
C -1.072 -0.105 -1.393
C -0.127 0.995 -1.476
O -0.353 2.194 -1.197
C 1.278 0.591 -1.849
C 2.120 1.647 -2.271
C 3.453 1.396 -2.566
C 3.949 0.073 -2.470
C 3.099 -0.987 -2.156
C 1.744 -0.738 -1.859
C -2.399 0.148 -1.956
C -2.919 1.442 -2.116
C -4.280 1.610 -2.338
C -5.112 0.498 -2.508
C -4.580 -0.813 -2.547
C -3.202 -0.991 -2.331
N -0.170 -0.056 1.306
C 0.467 0.985 2.056
C 0.099 2.306 2.298
C 0.917 3.066 3.155
C 2.074 2.506 3.756
C 2.405 1.182 3.550
C 1.541 0.425 2.776
C 1.560 -0.976 2.522
C 2.509 -1.920 2.871
C 2.274 -3.225 2.466
C 1.124 -3.560 1.727
C 0.195 -2.579 1.328
C 0.463 -1.266 1.686
H -3.306 -0.411 0.502
H -2.432 -1.850 -0.205
H -2.354 -1.402 1.676
H -1.526 1.109 0.369
H -0.682 -1.045 -1.852
H 1.708 2.663 -2.323
H 4.113 2.226 -2.815
H 5.013 -0.118 -2.632
H 3.458 -2.019 -2.089
H 1.061 -1.560 -1.593
H -2.217 2.277 -2.154
H -4.655 2.626 -2.392
H -6.189 0.635 -2.580
H -5.227 -1.692 -2.767
H -2.739 -1.991 -2.537
H -0.796 2.706 1.825
H 0.674 4.109 3.358
H 2.704 3.130 4.394
H 3.303 0.705 3.947
H 3.402 -1.592 3.397
H 2.992 -4.000 2.727
H 0.952 -4.598 1.444
H -0.708 -2.798 0.778


Record 8
Formula: C7H12BNO2
Source: the Open Molecules 2025 dataset
Level of theory: ωB97M-V/def2-TZVPD

Computed properties:
orbital gap = 8.9302 eV
HOMO energy = -0.32062 Eh

Positions of all 23 atoms, in Å:
C -2.125 -1.442 -0.687
C -0.680 -1.632 -0.365
C -0.396 -2.102 1.015
N -0.077 -0.372 -0.553
C 0.908 -0.179 -1.359
C 1.715 1.029 -1.558
C 1.299 2.207 -1.165
C 0.971 3.286 -0.593
B 1.641 3.812 0.837
O 1.189 5.057 1.224
O 2.301 2.874 1.500
H -2.693 -2.367 -0.567
H -2.344 -1.126 -1.676
H -2.699 -0.838 0.081
H -0.280 -2.459 -0.986
H -0.292 -3.124 1.142
H -1.138 -1.746 1.768
H 0.435 -1.547 1.505
H 1.125 -1.179 -1.827
H 2.704 1.015 -2.169
H 0.438 4.036 -1.110
H 1.697 5.519 1.907
H 2.425 2.879 2.470


Record 9
Formula: C4H10NO
Source: the Open Molecules 2025 dataset
Level of theory: ωB97M-V/def2-TZVPD

Computed properties:
net charge = +1
orbital gap = 6.5588 eV
HOMO energy = -0.54311 Eh

Positions of all 16 atoms, in Å:
C -1.551 -0.496 -0.088
C -0.237 -0.331 -0.836
C 1.047 -0.779 -0.254
C 1.864 0.322 0.614
O 1.582 1.644 0.188
N -2.377 0.683 0.209
H -1.282 -1.088 0.781
H -2.276 -0.993 -0.756
H 0.694 1.471 -0.113
H -0.208 -0.359 -1.919
H 1.696 -1.089 -1.053
H 0.945 -1.724 0.323
H 2.960 0.092 0.683
H -2.147 1.112 1.094
H 1.671 0.198 1.689
H -2.382 1.339 -0.561


Record 10
Formula: C12H15F9O6
Source: the Open Molecules 2025 dataset
Level of theory: ωB97M-V/def2-TZVPD

Computed properties:
orbital gap = 11.4591 eV
HOMO energy = -0.41052 Eh

Positions of all 42 atoms, in Å:
C -15.306 -1.078 11.863
C -16.698 -1.141 12.490
O -17.634 -1.559 11.501
C -18.905 -1.918 11.805
O -19.308 -1.952 12.984
C -19.753 -2.382 10.577
F -20.395 -3.467 10.837
F -20.647 -1.494 10.503
F -19.038 -2.514 9.408
H -14.562 -0.653 12.536
H -15.415 -0.426 10.997
H -15.019 -2.076 11.530
H -16.972 -0.165 12.891
H -16.795 -1.860 13.304
C -16.939 2.186 6.401
C -17.175 2.896 7.740
O -16.589 4.209 7.665
C -15.259 4.347 8.146
O -14.574 3.359 8.364
C -14.736 5.776 8.359
F -15.742 6.619 8.215
F -14.304 5.873 9.680
F -13.756 6.082 7.504
H -17.288 1.159 6.511
H -15.899 2.116 6.085
H -17.349 2.849 5.639
H -16.809 2.381 8.628
H -18.262 2.954 7.785
C -15.291 -5.181 16.338
C -14.115 -5.472 15.389
O -13.857 -6.823 15.637
C -12.784 -7.269 16.384
O -11.874 -6.503 16.623
C -12.834 -8.713 16.893
F -12.451 -8.761 18.138
F -14.106 -9.191 16.899
F -12.090 -9.470 16.199
H -15.971 -5.987 16.614
H -16.027 -4.465 15.974
H -14.752 -4.758 17.186
H -13.248 -4.811 15.412
H -14.466 -5.420 14.359


Record 11
Formula: C21H49B2Br2O13PS5
Source: the Open Molecules 2025 dataset
Level of theory: ωB97M-V/def2-TZVPD

Computed properties:
orbital gap = 9.0412 eV
HOMO energy = -0.31326 Eh

Positions of all 93 atoms, in Å:
C -1.294 -2.144 1.315
C -2.076 -1.671 0.076
C -1.539 -0.388 -0.590
C -2.807 0.374 -1.110
C -3.474 1.183 -0.003
O -3.975 0.727 0.964
Br -3.574 3.144 -0.264
O -0.974 0.488 0.431
C -0.152 1.352 -0.290
O -0.234 2.536 -0.268
C 0.740 0.449 -1.152
C 1.384 1.359 -2.255
P 2.792 2.438 -1.826
O 2.837 3.544 -2.808
O 2.631 3.055 -0.364
O 4.212 1.642 -1.907
B 1.929 -0.160 -0.259
C 1.998 0.053 1.307
O 2.966 -0.788 -0.879
C -0.378 -0.526 -1.637
Br 0.353 -2.390 -1.514
B -0.789 -0.353 -3.203
C -1.237 1.031 -3.824
O -0.749 -1.429 -4.070
H -0.256 -1.829 1.225
H -1.737 -1.788 2.241
H -1.260 -3.234 1.296
H -3.087 -1.445 0.417
H -2.193 -2.471 -0.653
H -3.571 -0.337 -1.430
H -2.629 1.038 -1.954
H 0.671 2.045 -2.697
H 1.780 0.701 -3.036
H 2.984 3.952 -0.447
H 4.320 1.466 -2.853
H 2.833 -0.475 1.766
H 2.129 1.133 1.471
H 1.073 -0.223 1.813
H 3.702 -0.835 -0.259
H -0.560 1.284 -4.646
H -2.222 0.886 -4.279
H -1.314 1.861 -3.123
H -0.126 -1.213 -4.776
C -4.513 -5.919 0.327
S -2.916 -6.038 -0.489
O -2.357 -4.663 -0.533
C -3.564 -6.390 -2.128
H -4.336 -5.655 1.367
H -5.111 -5.143 -0.150
H -5.019 -6.884 0.273
H -4.229 -5.584 -2.439
H -4.096 -7.341 -2.111
H -2.721 -6.456 -2.813
C -1.246 4.115 2.493
S -0.110 5.173 3.392
O -0.118 4.730 4.812
C -1.124 6.656 3.299
H -0.824 3.114 2.466
H -2.210 4.095 3.003
H -1.359 4.484 1.475
H -2.095 6.463 3.756
H -1.244 6.947 2.255
H -0.612 7.447 3.842
C 6.829 2.230 -5.218
S 6.368 0.930 -6.369
O 5.020 0.451 -5.960
C 7.559 -0.278 -5.775
H 6.169 3.078 -5.385
H 6.716 1.874 -4.193
H 7.861 2.530 -5.404
H 7.390 -0.468 -4.715
H 8.569 0.099 -5.940
H 7.415 -1.196 -6.341
C 4.088 -1.171 5.712
S 4.289 0.025 4.386
O 4.750 -0.731 3.188
C 5.735 0.835 5.078
H 3.250 -1.815 5.454
H 4.995 -1.767 5.810
H 3.871 -0.645 6.642
H 6.532 0.104 5.219
H 5.469 1.299 6.028
H 6.057 1.600 4.376
C -7.065 -0.334 1.762
S -5.822 -1.524 2.274
O -5.721 -2.540 1.191
C -6.797 -2.261 3.594
H -6.671 0.210 0.907
H -7.979 -0.857 1.480
H -7.258 0.362 2.579
H -7.728 -2.658 3.189
H -7.002 -1.508 4.355
H -6.211 -3.068 4.029